[1]
11
Properties=species:S:1:pos:R:3:forces:R:3 method="wB97M-V/def2-TZVPD" smiles=C#CNC#CNC#N total_charge=0 e_above_lowest_kj_mol=556.7
C 2.79827 -1.02108 -0.71190 0.3 -0.9 -0.9
C 2.18287 -0.61829 0.23268 -0.2 1.0 0.0
N 1.32715 0.12132 0.99914 0.9 -0.9 0.3
C 0.14995 0.41666 0.48542 -1.9 1.7 -0.1
C -0.88553 0.98997 0.16996 2.9 -1.2 -0.2
N -2.08075 1.15191 -0.37633 -3.8 -3.4 0.7
C -2.89463 -0.20562 -0.00235 1.8 3.2 -1.7
N -3.31212 -1.23840 0.30308 0.1 0.8 -0.1
H 3.21338 -1.48394 -1.60315 -0.1 0.3 0.9
H 1.58493 0.50697 1.89072 0.3 -0.2 0.1
H -2.08354 1.38048 -1.38728 -0.3 -0.6 1.0

---

[2]
10
Properties=species:S:1:pos:R:3:forces:R:3 method="wB97M-V/def2-TZVPD" total_charge=0 e_above_lowest_kj_mol=393.6
O 1.13232 0.20994 1.79971 0.0 0.0 -0.4
C 0.82658 0.13284 0.64037 0.4 0.0 0.5
C -0.40460 0.75269 0.05375 0.1 0.2 0.2
C -1.77928 -0.07663 -1.35084 0.3 -0.6 0.7
C -1.33369 -0.52137 -0.21154 -0.5 0.7 -0.9
C 1.64737 -0.65884 -0.30897 0.8 -0.6 -0.6
N 2.31678 -1.25872 -1.03710 -0.7 0.6 0.7
H -0.07780 1.35413 -0.83664 -0.7 -0.8 0.4
H -0.83670 1.45118 0.78505 0.0 -0.4 -0.2
H -1.49098 -1.38521 0.46622 0.3 1.0 -0.5

---

[3]
10
Properties=species:S:1:pos:R:3:forces:R:3 method="wB97M-V/def2-TZVPD" smiles=N#Cc1ccoc1 total_charge=0 e_above_lowest_kj_mol=4.4
N 3.14916 -0.52644 0.03673 -1.1 0.2 -0.3
C 2.02135 -0.29988 -0.10107 0.7 -0.1 0.3
C 0.61524 -0.00894 -0.12418 0.2 0.1 0.5
C -0.47395 -0.94163 -0.23969 0.1 0.1 -0.1
C -1.58863 -0.21199 -0.00705 0.0 -0.2 -0.1
O -1.27358 1.08324 0.26937 0.0 0.0 -0.1
C 0.06463 1.19404 0.20791 0.2 -0.1 -0.1
H -0.37729 -1.99887 -0.44799 -0.2 0.2 0.0
H -2.63982 -0.44781 -0.02583 0.1 0.0 0.1
H 0.50290 2.15829 0.43181 -0.2 -0.2 -0.1

---

[4]
10
Properties=species:S:1:pos:R:3:forces:R:3 method="wB97M-V/def2-TZVPD" smiles="C#CCC(=O)C#N" total_charge=0 e_above_lowest_kj_mol=318.9
C 2.08131 0.28488 0.17965 0.6 1.0 0.4
C 0.88897 0.26555 0.09116 1.4 -1.9 -0.5
C -0.06751 -0.72957 -0.30765 -2.8 0.5 0.3
C -1.53304 -0.18021 0.06551 -0.2 -1.3 -0.3
O -2.52897 -0.83165 0.17366 0.5 0.0 -0.2
C -1.44444 1.27479 0.32062 1.5 0.7 -0.3
N -0.61130 2.08644 0.36471 -1.5 0.4 0.3
H 3.10683 0.40298 0.28618 1.1 0.3 0.2
H 0.02701 -0.88924 -1.39212 -0.4 0.0 0.3
H 0.08114 -1.68397 0.21827 -0.2 0.3 -0.2

---

Number 1: HOMO level -8.79 eV, molecular weight 105.10 g/mol. Number 2: HOMO level -11.08 eV, molecular weight 93.08 g/mol. Number 3: HOMO level -9.67 eV, molecular weight 93.08 g/mol. Number 4: HOMO level -10.35 eV, molecular weight 93.08 g/mol.